[1]
{
  "formula": "C17H29CuN3OTa",
  "method": "ωB97M-V with the def2-TZVPD basis set",
  "elements": ["N", "C", "O", "Cu", "Ta", "N", "N", "C", "C", "C", "C", "C", "C", "C", "C", "H", "H", "H", "H", "H", "H", "H", "H", "H", "H", "H", "H", "H", "H", "H", "H", "H", "H", "C", "H", "H", "H", "C", "H", "H", "H", "C", "C", "C", "C", "C", "C", "H", "H", "H", "H", "H"],
  "coordinates": [[2.21425, -0.51724, 0.12010], [3.31210, -0.75740, 0.61685], [4.38236, -0.95038, 1.06555], [0.45176, 1.34912, -2.91341], [0.36553, -0.16940, -0.38049], [-0.30830, -1.86963, -1.01805], [-0.12038, 1.66431, -1.08999], [-0.29560, -3.29918, -0.64087], [0.62365, 2.93424, -0.70349], [0.74113, -4.01067, -1.51636], [-1.70181, -3.87855, -0.82604], [0.11268, -3.43498, 0.81388], [0.26099, 4.02973, -1.71786], [0.19995, 3.39296, 0.68753], [2.11326, 2.62960, -0.76485], [0.46569, -3.99133, -2.57654], [0.82466, -5.06075, -1.20001], [1.72561, -3.53619, -1.39738], [-2.43267, -3.25516, -0.29531], [-1.73528, -4.89061, -0.40035], [-1.98072, -3.94687, -1.88299], [1.14297, -3.09149, 0.98159], [0.07639, -4.50357, 1.07560], [-0.57526, -2.89730, 1.47909], [0.49500, 3.73193, -2.75169], [0.85990, 4.92200, -1.49301], [-0.79794, 4.30028, -1.65464], [-0.86114, 3.67379, 0.69872], [0.79538, 4.27976, 0.95793], [0.35549, 2.62202, 1.45286], [2.41589, 1.81077, -0.09831], [2.66432, 3.53784, -0.48030], [2.42162, 2.37037, -1.79206], [-1.59784, 1.87525, -1.26519], [-2.17585, 0.96770, -1.03425], [-1.93457, 2.69993, -0.62183], [-1.80501, 2.12021, -2.32417], [-0.85789, -1.58287, -2.37249], [-1.94417, -1.40211, -2.35912], [-0.33996, -0.71647, -2.84540], [-0.64542, -2.44866, -3.01215], [-0.70852, 1.01821, 4.07741], [0.30997, 0.09233, 3.85459], [0.48659, -0.47202, 2.58345], [-0.41091, -0.12926, 1.53174], [-1.55952, 0.66592, 1.82671], [-1.63459, 1.31222, 3.07299], [-0.81143, 1.49171, 5.05896], [0.98062, -0.19719, 4.66801], [1.27366, -1.21565, 2.42566], [-2.39886, 0.69790, 1.11859], [-2.43777, 2.03486, 3.26078]],
  "nbo_charge": [-0.948, 0.947, -0.382, 0.955, 2.147, -0.696, -0.943, 0.119, 0.138, -0.619, -0.627, -0.623, -0.629, -0.643, -0.637, 0.210, 0.253, 0.216, 0.221, 0.253, 0.218, 0.207, 0.254, 0.228, 0.182, 0.267, 0.235, 0.221, 0.257, 0.230, 0.231, 0.272, 0.197, -0.442, 0.223, 0.254, 0.212, -0.429, 0.232, 0.146, 0.271, -0.142, -0.198, -0.181, -0.455, -0.212, -0.194, 0.253, 0.252, 0.229, 0.223, 0.246],
  "charge": 2,
  "multiplicity": 1,
  "homo_lumo_gap_ev": 7.060
}

[2]
{
  "formula": "C17H29F5NO3P2TeTi",
  "method": "ωB97M-V with the def2-TZVPD basis set",
  "elements": ["C", "C", "N", "C", "C", "C", "C", "P", "Ti", "P", "C", "C", "C", "C", "C", "C", "C", "O", "O", "H", "H", "H", "C", "C", "H", "H", "H", "H", "C", "C", "H", "H", "H", "H", "H", "H", "H", "H", "H", "H", "H", "H", "H", "H", "H", "H", "H", "H", "H", "H", "H", "H", "F", "Te", "F", "F", "F", "F", "O"],
  "coordinates": [[-1.06380, 2.90378, -2.83254], [-1.11162, 1.87233, -1.87215], [0.05114, 1.48506, -1.22574], [1.22046, 2.09031, -1.52601], [1.29420, 3.09074, -2.48578], [0.13734, 3.51095, -3.14043], [-2.31897, 1.16136, -1.61495], [-2.40832, -0.01862, -0.29080], [-0.01137, 0.02277, 0.34779], [2.40936, -0.03404, -0.08966], [2.46814, 1.69465, -0.75587], [-0.15274, -1.87470, 1.44192], [-0.62014, -1.62088, 2.73950], [-0.53537, -2.61159, 3.72544], [-0.11594, -3.90055, 3.37584], [0.28344, -4.17887, 2.05654], [0.28290, -3.15621, 1.09150], [-1.56373, -0.66021, -3.84789], [1.01785, -1.07775, -3.46418], [-1.99963, 3.17495, -3.31152], [2.26717, 3.51117, -2.70545], [0.18840, 4.29987, -3.87654], [-3.33481, 0.66320, 1.10604], [-3.30181, -1.49238, -0.85365], [3.35421, 1.74623, -1.40589], [2.62293, 2.37366, 0.10368], [-2.05157, -0.08436, -3.20872], [-3.22896, 1.53080, -2.10203], [3.31622, 0.01947, 1.47575], [3.33049, -1.09113, -1.21715], [-1.04995, -0.65469, 3.00279], [-0.80284, -2.37085, 4.76203], [-0.10629, -4.68696, 4.13150], [0.59881, -5.19408, 1.79232], [0.61613, -3.35626, 0.06762], [-0.20195, -1.42418, -0.95814], [1.18439, -1.97966, -3.79420], [0.05895, -0.89324, -3.67803], [-1.90453, -0.40689, -4.71962], [0.35723, -0.92259, -1.24160], [-4.36925, 0.85574, 0.79144], [-3.31454, -0.06555, 1.92699], [-2.85978, 1.58777, 1.45540], [-4.36653, -1.25200, -0.98913], [-2.87578, -1.86364, -1.79728], [-3.18899, -2.25990, -0.07464], [4.37509, -0.75363, -1.27679], [3.28666, -2.10749, -0.80117], [2.84376, -1.08062, -2.20279], [4.37711, 0.23208, 1.27524], [2.89313, 0.78296, 2.14627], [3.21162, -0.97055, 1.94384], [0.84896, 0.72228, 4.14950], [0.14335, 2.29907, 3.29429], [-1.59060, 1.49707, 3.57414], [-0.08191, 3.37603, 4.97817], [-0.65945, 3.60870, 2.08424], [2.01475, 2.75523, 2.80933], [0.13695, 1.17583, 1.71122]],
  "nbo_charge": [-0.279, 0.262, -0.635, 0.278, -0.317, -0.116, -0.895, 0.987, 1.379, 0.968, -0.743, -0.372, -0.226, -0.194, -0.210, -0.222, -0.256, -0.986, -1.001, 0.220, 0.220, 0.221, -0.946, -0.946, 0.251, 0.292, 0.510, 0.237, -0.940, -0.957, 0.243, 0.223, 0.215, 0.212, 0.198, 0.059, 0.469, 0.509, 0.485, 0.027, 0.237, 0.252, 0.285, 0.243, 0.257, 0.254, 0.245, 0.253, 0.289, 0.238, 0.302, 0.258, -0.655, 3.042, -0.662, -0.638, -0.654, -0.675, -1.100],
  "multiplicity": 2,
  "homo_lumo_gap_ev": [6.469, 6.475]
}